Computed, not measured: a structure of composition C10H21BN5O2Rh, with ωB97M-V/def2-TZVPD.

CARTESIAN COORDINATES (ANGSTROEM)
Rh: 0.00000 0.00000 0.00000
N: -1.56180 1.23390 0.00000
C: -2.90190 0.70540 -0.00130
C: -2.69410 -0.83010 -0.00080
O: -3.74780 -1.52910 -0.00130
O: -1.46930 -1.16670 0.00000
H: -1.26600 2.00530 0.83650
H: -1.26480 2.00750 -0.83470
H: -3.44950 1.01190 -0.89650
H: -3.45160 1.01240 0.89240
B: 1.43800 4.42530 0.00000
C: 0.96090 2.95720 0.00000
N: 0.60330 1.85670 0.00000
H: 2.13400 4.61660 -0.94750
H: 2.05410 4.64250 0.99590
H: 0.49340 5.14940 -0.04850
C: 5.75740 0.78320 -1.51130
C: 4.57350 1.66580 -1.84740
N: 3.35980 0.97780 -1.50230
C: 3.19160 0.23260 -0.37980
N: 1.98070 0.00000 0.00000
C: 1.79590 -0.80120 1.21000
C: 2.94200 -1.76770 1.44400
C: 4.23870 -0.98150 1.45180
N: 4.34330 -0.22330 0.21350
C: 5.64470 0.37600 -0.05360
H: 6.69820 1.31330 -1.69210
H: 5.75160 -0.11030 -2.14840
H: 4.57260 1.90230 -2.91640
H: 4.62890 2.61370 -1.30010
H: 2.49080 1.38960 -1.82170
H: 0.86410 -1.36890 1.11260
H: 1.67300 -0.13010 2.06820
H: 2.96390 -2.51920 0.64480
H: 2.80840 -2.29770 2.39290
H: 5.08210 -1.67440 1.55050
H: 4.26780 -0.29670 2.30800
H: 6.44750 -0.33270 0.18100
H: 5.78090 1.24960 0.59580
H: 0.52060 -1.60230 0.00000

## Properties
E_LUMO (spin up / spin down) = 0.32 / -1.76 eV
expectation value of S² = 6.0120
HOMO energy (spin up / spin down) = -6.6 / -9.0 eV
max |F| = 8.827 eV/Å
orbital gap (spin up / spin down) = 6.92 / 7.25 eV
2S+1 = 5